(1)
DFT (wB97M-V/def2-TZVPD) results for a cluster of 2 separate species, C5H8N in total in a non-equilibrium geometry.

As for the total charge: +1. For the orbital gap, the calculation gives 0.31399 Eh. Its total energy is -249.66437 hartree.

Cartesian coordinates (Å):
C 1.75523 -1.18117 -1.38769
C -1.72803 1.05777 1.60986
C 1.83398 -0.58018 -0.25176
C 1.88881 -1.70423 -2.68268
C -2.71975 1.81328 2.31367
N -0.77236 0.59975 1.17979
H 2.59745 0.20833 0.05173
H 0.88287 -0.63972 0.40157
H 1.48923 -0.96368 -3.35029
H 1.27123 -2.48876 -2.86835
H 2.82647 -2.14831 -2.69090
H -2.56585 2.84673 2.38545
H -3.03083 1.42545 3.29303
H -3.72845 1.75475 1.99657

Cartesian forces (eV/Å) of the 2 atoms listed first:
0.989 1.587 2.666
0.309 0.512 0.524

---

(2)
DFT (wB97M-V/def2-TZVPD) results for an isolated molecule of C19H21N3O5S in a non-equilibrium geometry.

As for the total charge: 0. For the orbital gap, the calculation gives 0.31411 Eh. Its total energy is -1675.33990 hartree. As for the SMILES: CCCN(c1ccccc1C(=O)O)S(=O)(=O)c1ccc2c(c1)n(C)c(=O)n2C.

Cartesian coordinates (Å):
C 2.25641 0.02425 -3.43336
C 2.10709 -0.11940 -1.92446
C 1.24245 -1.32732 -1.57289
N 0.96731 -1.41526 -0.15183
C 1.97717 -1.95306 0.67620
C 2.05050 -3.32997 0.85308
C 3.01888 -3.88936 1.66590
C 3.94763 -3.07606 2.29620
C 3.88889 -1.70743 2.12616
C 2.89950 -1.12613 1.33151
C 2.83733 0.34939 1.24867
O 1.85322 1.02192 1.06194
O 4.03887 0.91959 1.44050
H 3.95477 1.88582 1.41287
H 4.59955 -1.06630 2.62432
H 4.71128 -3.50806 2.92490
H 3.05224 -4.95965 1.80319
H 1.32030 -3.94698 0.35154
S -0.58104 -2.00560 0.18266
O -0.65774 -2.20894 1.59752
O -0.90733 -3.11627 -0.67300
C -1.55465 -0.58896 -0.29299
C -1.18801 0.62467 0.26330
C -1.93010 1.72301 -0.11806
N -1.82269 3.05089 0.21245
C -2.79956 3.77140 -0.44087
O -2.98722 4.96485 -0.38324
N -3.52680 2.86153 -1.19301
C -3.01295 1.60133 -1.01703
C -3.36684 0.37521 -1.55242
C -2.61232 -0.72824 -1.17556
H -2.82894 -1.71096 -1.56222
H -4.19255 0.27751 -2.23846
C -4.64343 3.23507 -2.01568
H -4.45194 2.98666 -3.06136
H -4.77132 4.31234 -1.91506
H -5.55157 2.72747 -1.68509
C -0.85123 3.62223 1.10486
H 0.13827 3.22877 0.87224
H -0.87280 4.70291 0.97073
H -1.09326 3.38190 2.14247
H -0.34700 0.68219 0.93140
H 0.26821 -1.23692 -2.05937
H 1.71642 -2.25054 -1.93486
H 1.64259 0.77350 -1.50436
H 3.09177 -0.23628 -1.46619
H 2.71513 -0.86593 -3.85774
H 2.88132 0.88061 -3.67378
H 1.28424 0.16444 -3.89998

Cartesian forces (eV/Å) of the 2 atoms listed first:
0.058 -0.038 0.261
-0.216 -0.141 -0.083

---

(3)
DFT (wB97M-V/def2-TZVPD) results for a structure of composition C25H55Ca2N2O14P2 in a non-equilibrium geometry.

As for the total charge: -3. For the orbital gap, the calculation gives 0.07563 Eh. Its total energy is -4185.85659 hartree.

Cartesian coordinates (Å):
Ca -21.45650 -6.47627 -12.54037
Ca -16.32440 -10.03836 -10.87232
P -25.76528 -7.83739 -10.40949
O -24.85282 -6.61008 -10.04323
O -25.75297 -8.52499 -9.04972
O -24.92236 -8.55862 -11.49572
O -27.31029 -7.82171 -10.54414
P -18.15071 -6.61168 -8.63183
O -19.18992 -7.68234 -8.89801
O -19.08148 -5.63628 -7.90910
O -18.01037 -6.48885 -10.12394
O -17.10065 -7.57293 -8.07846
O -20.93667 -12.49678 -13.23121
C -19.85328 -12.01027 -13.69250
O -18.77824 -12.56749 -13.34744
O -19.84494 -10.78365 -14.00552
H -21.54087 -11.79337 -12.98270
C -27.97223 -17.47547 -10.08849
C -27.10640 -16.52601 -10.86761
C -26.88720 -15.40156 -9.86919
O -28.16281 -15.26611 -9.36405
C -28.71854 -16.57505 -9.13507
H -27.34641 -18.19259 -9.55728
H -28.60395 -18.13884 -10.67922
H -27.59479 -16.08596 -11.73705
H -26.20671 -17.03350 -11.21561
H -26.47943 -14.50245 -10.33118
H -26.11602 -15.63373 -9.13470
H -29.80041 -16.63548 -9.25339
H -28.39267 -16.85250 -8.13261
C -19.84585 -20.47445 -12.22193
C -19.88236 -22.08998 -12.16310
C -19.56829 -22.40170 -13.65990
O -18.68437 -21.35394 -14.01676
C -19.09888 -20.10741 -13.50682
H -19.35375 -20.08265 -11.33174
H -20.88849 -20.16088 -12.17031
H -20.82672 -22.54599 -11.86587
H -19.07275 -22.59908 -11.64016
H -20.49457 -22.30261 -14.22584
H -19.19790 -23.41281 -13.82892
H -19.87726 -19.57514 -14.05355
H -18.25523 -19.41782 -13.47810
C -16.10072 -15.92315 -6.34837
C -14.83273 -15.28689 -5.98682
C -15.15683 -13.79662 -6.07515
O -15.72343 -13.82091 -7.32460
C -16.44770 -15.07439 -7.53231
H -16.80095 -15.97059 -5.51438
H -16.02553 -16.97175 -6.63626
H -14.06500 -15.70482 -6.63800
H -14.52662 -15.43861 -4.95175
H -14.23062 -13.23693 -6.20544
H -15.70241 -13.36075 -5.23822
H -16.18672 -15.53756 -8.48387
H -17.53480 -14.99837 -7.50951
C -10.56046 -7.40437 -12.20030
C -11.68850 -8.17801 -11.73053
N -12.07197 -9.31101 -12.58461
C -11.22130 -10.45557 -12.37440
C -11.61292 -11.75866 -13.12644
C -12.18758 -9.01027 -14.01540
C -12.97686 -7.79190 -14.42739
H -10.66620 -7.14660 -13.25409
H -9.65035 -8.00101 -12.13846
H -10.31894 -6.46611 -11.70087
H -11.39624 -8.58807 -10.76381
H -12.53669 -7.49429 -11.69603
H -10.24466 -10.20415 -12.78801
H -11.03588 -10.62664 -11.31399
H -10.88159 -12.47085 -12.74429
H -12.62206 -12.13399 -12.95657
H -11.52171 -11.71526 -14.21175
H -12.71135 -9.82123 -14.52148
H -11.20122 -8.97591 -14.47801
H -12.58005 -6.90297 -13.93703
H -13.99648 -7.90236 -14.05824
H -13.08536 -7.48725 -15.46831
C -27.29099 -13.34642 -18.56462
C -26.17607 -14.33359 -18.22958
N -25.95146 -15.45226 -19.19329
C -24.71235 -16.15842 -18.98577
C -24.24883 -16.95981 -20.20797
C -27.06105 -16.32345 -19.64998
C -27.56949 -17.08591 -18.49607
H -27.20898 -12.48962 -17.89584
H -28.27633 -13.81123 -18.53056
H -27.11245 -13.08219 -19.60693
H -25.30458 -13.67926 -18.25138
H -26.17006 -14.59050 -17.17031
H -23.96877 -15.38400 -18.79751
H -24.82563 -16.80057 -18.11232
H -23.36095 -17.55579 -19.99679
H -25.06775 -17.60318 -20.52971
H -23.96533 -16.35727 -21.07092
H -26.92594 -17.02639 -20.47200
H -27.83580 -15.76159 -20.17169
H -27.63916 -16.47381 -17.59686
H -26.94749 -17.90631 -18.13809
H -28.51064 -17.58406 -18.72891

Cartesian forces (eV/Å) of the 2 atoms listed first:
-0.122 -0.301 0.336
-0.139 0.104 0.074